No. 1
ORCA calculation (wB97M-V/def2-TZVPD) on a structure of composition C55H41AuO3P2S at a distorted geometry.

Summary:
**Kohn-Sham gap**: 4.24 eV
**Energy**: -96933.1596 eV

The geometry in ORCA input format:
```
! RIJCOSX wB97M-V def2-TZVPD def2/J DEFGRID3
* xyz 2 1
Au 0.1375 -0.1212 -0.0791
O -0.9845 2.7392 0.6916
S -0.1685 1.8607 1.5184
C 1.3975 2.7257 1.7306
C 1.8762 2.9739 3.0000
C 2.9152 3.8749 3.2487
C 3.4619 4.5424 2.1791
C 4.4968 5.6126 2.1031
C 4.6682 5.9023 0.5965
C 3.7483 4.9486 -0.0873
C 3.5141 4.7037 -1.4189
C 2.6436 3.6634 -1.7429
C 1.9400 2.9200 -0.7967
P 1.1168 1.4628 -1.5136
C 2.4269 0.4320 -2.2010
C 2.0646 -0.5112 -3.1679
C 3.0039 -1.4071 -3.6352
C 4.2940 -1.3827 -3.1203
C 4.6338 -0.4926 -2.1122
C 3.6978 0.4056 -1.6335
C 0.1678 2.1096 -2.9108
C 0.6639 2.0726 -4.2147
C -0.1035 2.5847 -5.2433
C -1.3598 3.1109 -4.9832
C -1.8470 3.1522 -3.6854
C -1.0863 2.6589 -2.6414
C 2.0637 3.2317 0.5831
C 3.0454 4.2038 0.8780
C -0.9200 1.7812 3.1687
C -1.0512 2.9716 3.8540
C -1.5044 3.0301 5.1755
C -1.7873 1.8482 5.8119
C -2.2459 1.5615 7.2019
C -2.3850 0.0280 7.2735
C -2.0339 -0.4538 5.9088
C -2.0162 -1.7159 5.3707
C -1.7151 -1.8486 4.0147
C -1.3957 -0.7751 3.1849
P -1.3567 -1.1654 1.4112
C -1.1246 -2.9536 1.2969
C 0.0761 -3.4599 1.8024
C 0.3538 -4.8057 1.6779
C -0.5488 -5.6432 1.0388
C -1.7257 -5.1322 0.5167
C -2.0183 -3.7842 0.6283
C -3.0048 -0.7600 0.7805
C -3.1488 -0.6536 -0.6045
C -4.3774 -0.3431 -1.1548
C -5.4700 -0.1359 -0.3260
C -5.3239 -0.2258 1.0498
C -4.0956 -0.5257 1.6129
C -1.3046 0.5426 3.7373
C -1.6845 0.6409 5.0948
H 1.4028 2.4896 3.8375
H 3.2461 4.0588 4.2577
H 5.4324 5.2879 2.5609
H 4.1688 6.4962 2.6530
H 5.6969 5.7516 0.2672
H 4.4002 6.9307 0.3467
H 4.0062 5.2683 -2.1952
H 2.5184 3.4099 -2.7882
H 1.0507 -0.5283 -3.5485
H 2.7340 -2.1362 -4.3843
H 5.0297 -2.0764 -3.4959
H 5.6220 -0.5168 -1.6825
H 3.9439 1.0783 -0.8229
H 1.6414 1.6589 -4.4216
H 0.2793 2.5760 -6.2520
H -1.9552 3.4996 -5.7938
H -2.8221 3.5692 -3.4913
H -1.4386 2.7096 -1.6188
H -0.7850 3.8857 3.3482
H -1.6062 3.9777 5.6762
H -3.1956 2.0609 7.3951
H -1.5341 1.9389 7.9353
H -3.3969 -0.2817 7.5359
H -1.7172 -0.4099 8.0166
H -2.2636 -2.5862 5.9562
H -1.7607 -2.8405 3.5840
H 0.7692 -2.7922 2.2971
H 1.2733 -5.2057 2.0730
H -0.3304 -6.6958 0.9507
H -2.4189 -5.7941 0.0240
H -2.9417 -3.3887 0.2280
H -2.2881 -0.8137 -1.2452
H -4.4864 -0.2502 -2.2246
H -6.4325 0.1044 -0.7504
H -6.1769 -0.0523 1.6876
H -3.9877 -0.5786 2.6871
O 4.0630 -2.2613 0.6663
C 2.9239 -2.0300 0.3344
O 2.1324 -1.1433 0.6977
C 2.3571 -3.0594 -0.7256
C 1.1005 -2.9107 -1.2745
C 0.6095 -3.8597 -2.1531
C 1.3859 -4.9600 -2.4719
C 2.6543 -5.0929 -1.9359
C 3.1557 -4.1387 -1.0646
H 0.4873 -2.0461 -1.0199
H -0.3713 -3.7291 -2.5820
H 0.9976 -5.7119 -3.1420
H 3.2736 -5.9412 -2.1819
H 4.1446 -4.2315 -0.6408
*
```

Atomic partial charges in e from the Mulliken method, atoms 1 to 4: 2.459, -0.726, 1.461, 0.212

No. 2
ORCA calculation (wB97M-V/def2-TZVPD) on a structure of composition C55H43AsCl4IN6O7SZr at a distorted geometry.

Summary:
**Kohn-Sham gap**: 5.36 eV
**Energy relative to the best compared isomer or geometry (same formula, charge and spin)**: 16.4 kcal/mol
**Energy**: -212161.5075 eV

The geometry in ORCA input format:
```
! RIJCOSX wB97M-V def2-TZVPD def2/J DEFGRID3
* xyz -1 1
Zr -0.1639 0.3811 0.2527
Cl -5.8927 -4.4889 -5.8136
C -4.9103 -3.6347 -4.6575
C -5.3111 -3.5913 -3.3327
C -4.5252 -2.9100 -2.4159
C -3.3446 -2.2897 -2.8143
C -2.9629 -2.3435 -4.1505
C -3.7481 -3.0105 -5.0788
C -2.4829 -1.6287 -1.8002
C -1.3057 -2.3084 -1.4383
C -0.9838 -3.6270 -1.8200
C 0.3089 -3.8590 -1.3965
C 0.7511 -2.6579 -0.8154
C 2.1205 -2.3199 -0.2607
C 3.1660 -3.3742 -0.6069
C 4.1020 -3.8496 0.3037
C 5.0557 -4.7860 -0.0713
C 5.0893 -5.2410 -1.3755
Cl 6.2657 -6.4316 -1.8451
C 4.2105 -4.7385 -2.3200
C 3.2657 -3.8042 -1.9309
C 1.7863 -2.1345 1.1904
N 1.1664 -0.9971 1.6321
C 0.9517 -1.2212 2.9879
C 0.3343 -0.3287 3.9080
C 0.6387 -0.5369 5.3410
C -0.3744 -0.6972 6.2894
C -0.0810 -0.9065 7.6272
C 1.2428 -0.9705 8.0269
Cl 1.6183 -1.2481 9.7015
C 2.2703 -0.8341 7.1085
C 1.9632 -0.6223 5.7752
C -0.6046 0.6027 3.5357
C -1.2548 1.5456 4.4100
C -2.1819 2.1979 3.6734
C -2.1206 1.6627 2.3379
N -1.1254 0.7207 2.2516
C -3.0492 1.9750 1.3451
C -3.1793 1.2024 0.1800
C -4.2256 1.3152 -0.7992
C -4.0639 0.2846 -1.6707
C -2.9045 -0.4411 -1.2538
N -2.3543 0.1600 -0.1330
C -3.8956 3.1805 1.5227
C -5.2868 3.1289 1.5862
C -6.0423 4.2880 1.6873
C -5.4016 5.5141 1.7312
Cl -6.3438 6.9744 1.8159
C -4.0195 5.5967 1.6938
C -3.2763 4.4319 1.5900
C 1.3923 -2.5007 3.3470
C 1.8813 -3.0936 2.1951
N -0.2373 -1.7409 -0.7649
H -6.2213 -4.0856 -3.0217
H -4.8142 -2.8630 -1.3736
H -2.0526 -1.8446 -4.4593
H -3.4610 -3.0482 -6.1208
H -1.6397 -4.3104 -2.3349
H 0.8752 -4.7689 -1.4943
H 4.1125 -3.4755 1.3163
H 5.7739 -5.1602 0.6458
H 4.2653 -5.0689 -3.3483
H 2.5880 -3.4041 -2.6733
H -1.4066 -0.6855 5.9673
H -0.8716 -1.0303 8.3548
H 3.2986 -0.8936 7.4385
H 2.7629 -0.5124 5.0544
H -1.0162 1.6940 5.4491
H -2.8783 2.9505 4.0064
H -4.9926 2.0716 -0.8108
H -4.6692 0.0422 -2.5295
H -5.7843 2.1673 1.5657
H -7.1226 4.2427 1.7228
H -3.5271 6.5594 1.7245
H -2.1969 4.4920 1.5157
H 1.3096 -2.9348 4.3302
H 2.2462 -4.1002 2.0820
C 5.0819 1.8256 -3.2859
C 3.6764 1.5021 -3.6485
N 2.7420 1.0644 -2.8404
C 1.6074 0.9363 -3.5978
C 1.8814 1.2897 -4.9016
N 3.1965 1.6497 -4.9078
C 1.1241 1.3305 -6.1686
O -0.1401 0.9822 -6.1185
O 1.6791 1.6715 -7.1939
C 0.2561 0.6367 -3.0355
O -0.6742 0.4330 -3.8305
O 0.0828 0.5990 -1.7714
H 5.1830 1.8080 -2.2066
H 5.3504 2.8149 -3.6608
H 5.7766 1.0970 -3.7090
H 3.6593 1.9846 -5.7373
H -0.4091 0.7441 -5.1725
I 4.4226 -0.3729 -0.0222
C 2.5875 -1.0098 -0.8866
H 2.7869 -1.1198 -1.9453
H 1.8726 -0.1967 -0.7421
C -1.7340 3.6800 -1.8790
S -0.2962 3.4987 -0.8200
O 0.8269 3.1976 -1.6649
O -0.1619 4.7165 -0.0560
O -0.6362 2.3363 0.0809
H -2.2590 4.5856 -1.5885
H -2.3668 2.8040 -1.7473
H -1.3824 3.7411 -2.9055
C 1.0252 3.1776 2.5136
As 2.0523 2.1435 1.1887
C 3.1186 3.6586 0.4928
C 3.4083 1.7822 2.6270
H 1.6056 4.0398 2.8389
H 0.8272 2.5442 3.3739
H 0.0889 3.5301 2.1051
H 4.1448 3.3374 0.3194
H 3.1091 4.4499 1.2398
H 2.6809 4.0247 -0.4274
H 3.4504 2.6566 3.2751
H 4.3946 1.6000 2.2078
H 3.1114 0.9103 3.2123
*
```

Atomic partial charges in e from the Mulliken method, atoms 1 to 4: -0.999, -0.241, 0.367, -0.957